{"formula": "C31H62ClNO9P", "method": "wB97M-V/def2-TZVPD", "homo_energy_ev": -10.68, "multiplicity": 1, "e_lumo_ev": -4.639, "total_charge": 1, "elements": ["C", "C", "Cl", "C", "C", "C", "C", "C", "N", "P", "O", "H", "H", "H", "H", "H", "H", "H", "H", "H", "H", "H", "H", "H", "H", "C", "C", "O", "C", "H", "H", "H", "H", "H", "H", "C", "C", "O", "C", "H", "H", "H", "H", "H", "H", "C", "C", "O", "C", "H", "H", "H", "H", "H", "H", "C", "C", "O", "C", "H", "H", "H", "H", "H", "H", "C", "C", "O", "C", "H", "H", "H", "H", "H", "H", "C", "C", "O", "C", "H", "H", "H", "H", "H", "H", "C", "C", "O", "C", "H", "H", "H", "H", "H", "H", "C", "C", "O", "C", "H", "H", "H", "H", "H", "H"], "coordinates": [[6.46119, 2.95170, 0.15759], [4.96094, 2.27498, 0.19243], [4.12133, 2.89705, 1.71943], [4.10528, 2.41746, -1.19456], [3.05509, 3.67206, -1.25243], [3.67875, 5.22212, -1.31743], [2.43669, 6.01838, -0.60234], [1.37073, 4.89219, -0.06761], [1.76624, 3.63626, -0.46179], [0.71904, 2.30311, 0.08954], [-0.01920, 2.84098, 1.41678], [7.16660, 2.38843, -0.60934], [6.44995, 4.11744, 0.01006], [6.93189, 2.76037, 1.23805], [5.13737, 1.10640, 0.35871], [4.90437, 2.61322, -2.06034], [3.60530, 1.37376, -1.48831], [2.64182, 3.58060, -2.36882], [4.61931, 5.13066, -0.60686], [3.83040, 5.68855, -2.38360], [2.03126, 7.01825, -1.06907], [2.94155, 6.37376, 0.41785], [0.46425, 5.26772, 0.57332], [-0.26128, 1.86511, -0.87002], [1.59583, 1.22849, 0.56648], [0.75416, 2.87588, 4.31371], [1.20784, 3.37519, 5.65941], [2.15112, 2.85148, 6.25004], [0.46293, 4.54011, 6.25447], [1.38272, 2.03251, 4.00885], [-0.28266, 2.53553, 4.37400], [0.85108, 3.67112, 3.57041], [-0.58683, 4.27386, 6.40122], [0.54692, 5.40945, 5.59764], [0.89988, 4.79178, 7.22662], [6.62018, 6.26277, 5.00485], [5.96137, 5.21292, 4.15055], [6.25942, 5.07482, 2.96523], [4.92396, 4.33846, 4.80256], [7.34651, 6.81789, 4.40189], [5.86864, 6.96252, 5.37905], [7.14614, 5.78823, 5.83699], [4.09689, 4.95250, 5.16770], [5.37439, 3.77821, 5.62564], [4.53421, 3.62740, 4.06646], [-3.26665, 1.00877, -2.03063], [-2.98894, -0.43509, -1.70787], [-1.98783, -1.00474, -2.13934], [-3.98331, -1.15500, -0.83668], [-2.46546, 1.39886, -2.66719], [-4.21389, 1.09348, -2.56920], [-3.29879, 1.59582, -1.10943], [-4.96243, -1.16669, -1.32209], [-4.04734, -0.66435, 0.13768], [-3.65366, -2.18866, -0.68764], [5.95077, 0.55114, 4.63482], [6.68406, -0.13998, 3.51649], [6.97867, 0.45614, 2.48173], [7.04311, -1.58857, 3.71318], [5.75774, 1.59178, 4.35355], [4.99411, 0.05421, 4.81467], [6.56115, 0.54117, 5.54126], [6.13511, -2.18078, 3.85193], [7.70216, -1.69382, 4.57852], [7.56884, -1.95583, 2.82545], [-8.45250, -3.17024, -2.43314], [-6.94980, -3.09883, -2.48630], [-6.32120, -2.32727, -1.76348], [-6.24589, -4.00801, -3.45785], [-8.82342, -2.45877, -1.68780], [-8.87162, -2.90646, -3.40743], [-8.76660, -4.17606, -2.14340], [-6.56671, -3.78152, -4.47776], [-6.46168, -5.05112, -3.21372], [-5.16487, -3.84778, -3.38675], [-5.15192, -1.64094, -7.73109], [-6.34306, -2.49901, -7.39802], [-6.28567, -3.35790, -6.51944], [-7.60717, -2.26551, -8.18130], [-4.31173, -1.92062, -7.08678], [-4.86102, -1.79747, -8.77290], [-5.39147, -0.58903, -7.55676], [-7.42562, -2.44989, -9.24312], [-7.95607, -1.24145, -8.02698], [-8.38251, -2.95618, -7.83320], [-8.96829, -5.90464, -6.42882], [-9.89837, -6.09947, -7.59631], [-9.75102, -5.46919, -8.64222], [-11.01557, -7.09535, -7.43475], [-8.21157, -5.15686, -6.68861], [-9.52997, -5.54735, -5.56202], [-8.46432, -6.84555, -6.19430], [-11.66842, -6.79106, -6.61280], [-10.60278, -8.08926, -7.24507], [-11.60593, -7.13103, -8.35646], [4.94477, -4.33797, 6.67810], [5.67806, -5.02909, 5.55977], [5.97268, -4.43298, 4.52500], [6.03712, -6.47768, 5.75645], [4.75174, -3.29734, 6.39683], [3.98811, -4.83490, 6.85794], [5.55515, -4.34794, 7.58453], [5.12912, -7.06989, 5.89520], [6.69616, -6.58293, 6.62179], [6.56285, -6.84495, 4.86872]], "forces_ev_per_angstrom": [[0.2246, -0.3986, 1.1383], [1.8570, -1.4484, -0.8412], [-0.0220, -0.4849, -1.5379], [0.4251, 0.1378, 0.2646], [0.6073, -0.4613, -5.1672], [-1.4460, -1.0438, 1.6516], [1.1456, -0.3291, 2.6196], [2.2611, 0.2146, -1.8191], [-0.8367, 4.1562, 1.5208], [-2.5071, 0.7053, 6.8470], [2.3180, -1.4542, -5.1634], [-1.6947, 1.3018, 1.3833], [-0.0478, -2.3641, 0.0705], [-1.1039, 0.3965, -2.4410], [-0.4436, 2.6826, -0.1346], [-1.8617, -0.2343, 1.8795], [0.7731, 2.4324, 0.8079], [0.7248, -0.1464, 2.1926], [-1.8659, 0.9337, -1.7567], [0.0427, -1.5758, 2.1164], [0.4232, -2.4100, 0.6792], [-1.4056, -0.4941, -1.7759], [1.5921, -1.7060, -1.3214], [1.1435, 0.3668, -0.1375], [-0.3937, 0.9321, -1.3410], [0.3852, -0.2512, 0.1502], [1.1963, -0.7801, 0.7395], [-1.0919, 0.6866, -0.7421], [0.2835, 0.0173, 0.4462], [-0.1194, 0.1885, 0.0682], [0.0106, 0.2194, -0.1818], [-0.2661, -0.0953, 0.0572], [0.0110, 0.1569, -0.1766], [-0.2284, -0.0565, -0.0278], [-0.0904, -0.0750, -0.2215], [0.3016, 0.1664, -0.3975], [0.3762, -0.1630, -1.3580], [-0.3505, 0.2301, 1.2834], [-0.0683, -0.2003, -0.4371], [-0.1636, -0.1424, 0.1227], [0.0647, -0.1348, 0.1967], [-0.1940, 0.1078, 0.0902], [0.1203, -0.0943, 0.2465], [-0.2002, 0.1675, 0.1158], [0.1314, 0.2059, 0.3266], [0.4032, 0.1424, -0.2905], [0.9459, -1.1070, -0.0639], [-0.8701, 0.8606, 0.3681], [0.5484, 0.0740, -0.1217], [-0.1433, -0.0936, 0.0401], [-0.0071, 0.1051, 0.2259], [-0.2779, -0.0116, -0.0319], [0.3919, 0.2012, 0.3631], [-0.1386, 0.1070, -0.0547], [-0.1095, 0.2437, -0.0907], [-0.0306, 0.4703, -0.2667], [0.4908, 0.4142, -1.0884], [-0.4492, -0.4817, 0.9658], [0.1000, 0.1989, -0.5127], [0.0464, -0.2409, 0.0339], [0.1312, -0.0436, 0.1930], [-0.1727, -0.1634, 0.0367], [0.2070, -0.0260, 0.2338], [-0.2284, -0.1074, 0.0768], [-0.1187, 0.0901, 0.2051], [-0.0451, 0.3975, 0.3905], [0.7223, 0.5470, 0.5975], [-1.3164, -1.0923, -0.9698], [0.3135, 0.2707, 0.2488], [0.0898, -0.1572, -0.1551], [-0.0071, -0.2352, 0.0106], [-0.0373, 0.0222, -0.2256], [-0.0373, -0.2443, 0.1466], [-0.1306, 0.0328, -0.1548], [-0.2343, -0.0274, -0.0170], [0.3416, -0.2513, 0.3730], [-0.0503, -0.9104, 0.8662], [-0.0333, 1.0096, -1.0854], [-0.2257, -0.3790, 0.3236], [-0.1903, 0.0419, -0.1340], [-0.1090, 0.2066, 0.0192], [-0.0113, -0.0307, -0.2360], [-0.0482, 0.1999, 0.0416], [0.1020, 0.0142, -0.2150], [0.1733, 0.1220, -0.1530], [0.3051, 0.3748, -0.2590], [0.1617, 0.7817, -1.3495], [-0.1630, -0.7328, 1.3349], [-0.1997, 0.0658, -0.4859], [-0.1215, -0.1667, 0.0839], [0.0339, -0.2219, 0.0649], [-0.1471, 0.0316, 0.1704], [0.1176, -0.1843, 0.0773], [-0.0911, 0.0706, 0.2005], [0.1503, 0.0231, 0.2045], [-0.0302, 0.4356, -0.2346], [0.3848, 0.6578, -1.2803], [-0.4161, -0.7519, 1.2653], [0.2301, -0.0274, -0.4613], [0.0457, -0.2256, 0.0508], [0.1430, -0.0480, 0.1820], [-0.1778, -0.1517, 0.0349], [0.1058, 0.0150, 0.2099], [-0.2088, -0.0869, 0.0653], [-0.1254, 0.1100, 0.1981]]}